(1)
# C74H73GeN11PSSn

A structure of composition C74H73GeN11PSSn at a distorted geometry (ωB97M-V/def2-TZVPD, OMol25).

Structure (XYZ):
```
162
Properties=species:S:1:pos:R:3:mulliken_charge:R:1
Sn 0.2111 -0.4316 0.9248 1.374
N 3.5922 -2.5034 -2.7884 -0.067
C 2.7531 -1.9139 -1.8955 -0.778
S 1.3979 -1.1266 -2.4270 -0.060
N 3.1409 -2.1484 -0.5889 -0.795
N 2.6654 -1.1768 0.3210 1.165
C 3.5690 -0.5189 0.9210 -0.736
C 3.2317 0.6832 1.6895 0.086
C 4.2263 1.3983 2.3536 -0.902
C 3.9099 2.6042 2.9478 -0.972
C 2.6214 3.1005 2.7996 -0.820
C 1.6888 2.3235 2.1335 -0.938
N 1.9702 1.1264 1.6332 1.291
H 3.4631 -2.2528 -3.7538 0.266
H 4.5344 -2.7048 -2.4873 0.250
H 4.6251 -0.7682 0.8013 0.411
H 5.2314 1.0009 2.3885 0.604
H 4.6566 3.1648 3.4937 0.497
H 2.3421 4.0627 3.2049 0.603
H 0.6726 2.6663 1.9842 0.471
C -1.9613 4.2355 -3.5666 -1.082
N -0.7947 3.6072 -2.9831 0.508
C -0.7536 2.7532 -1.9095 -0.204
N 0.4894 2.4069 -1.6268 0.488
C 1.2715 3.0510 -2.5560 -0.574
C 0.4832 3.7999 -3.3995 0.172
C 0.9126 4.6927 -4.4841 -0.337
C 1.8495 5.6878 -4.2039 -0.133
C 2.3374 6.4996 -5.2139 -0.808
C 1.8967 6.3264 -6.5182 -0.458
C 0.9602 5.3447 -6.8039 -0.758
C 0.4646 4.5357 -5.7934 -0.013
C 2.7344 2.9642 -2.7541 0.501
C 3.2255 2.2746 -3.8623 -0.045
C 4.5828 2.2630 -4.1396 -1.043
C 5.4657 2.9533 -3.3211 -0.440
C 4.9789 3.6779 -2.2449 -1.027
C 3.6194 3.6845 -1.9653 0.118
P -2.3608 2.2600 -1.2082 -0.899
C -2.2185 2.0986 0.6239 -1.119
N -1.4597 1.4298 1.5164 1.042
C -2.0155 1.6676 2.7517 -1.065
C -3.1055 2.4974 2.6200 0.867
N -3.2176 2.7587 1.2896 0.511
C -4.2004 3.6462 0.6937 -1.048
C -3.9194 3.1095 3.6783 -0.158
C -3.2614 3.6919 4.7638 -0.105
C -3.9817 4.2734 5.7919 -0.895
C -5.3689 4.2759 5.7566 -0.469
C -6.0304 3.6984 4.6842 -0.878
C -5.3122 3.1191 3.6490 -0.244
C -1.5976 1.0674 4.0312 0.795
C -0.2878 1.1276 4.4928 0.270
C 0.0466 0.6248 5.7405 -0.323
C -0.9218 0.0317 6.5320 -0.762
C -2.2302 -0.0476 6.0746 -1.061
C -2.5688 0.4751 4.8393 -0.455
C -2.5046 0.5292 -1.7696 -1.150
N -2.2534 -0.5797 -1.1154 0.958
C -2.7812 -1.6089 -1.8493 -0.515
C -3.3795 -1.0983 -2.9819 0.729
N -3.2035 0.2592 -2.9175 0.313
C -3.4919 1.2007 -3.9771 -0.929
C -4.1284 -1.7554 -4.0641 -0.601
C -3.4906 -2.6290 -4.9393 0.071
C -4.2046 -3.2468 -5.9538 -0.824
C -5.5637 -3.0071 -6.0940 -0.386
C -6.2077 -2.1408 -5.2219 -0.918
C -5.4934 -1.5113 -4.2148 0.049
C -2.7688 -2.9997 -1.3783 -0.409
C -3.8434 -3.8503 -1.6436 -0.420
C -3.8507 -5.1484 -1.1593 -0.991
C -2.7854 -5.6205 -0.4060 -1.108
C -1.7104 -4.7838 -0.1438 0.350
C -1.7031 -3.4853 -0.6245 0.991
H -2.7210 4.3834 -2.8026 0.259
H -2.3863 3.6271 -4.3661 0.292
H -1.6797 5.2007 -3.9824 0.482
H 2.1930 5.8228 -3.1874 0.455
H 3.0654 7.2650 -4.9795 0.423
H 2.2848 6.9527 -7.3098 0.407
H 0.6210 5.2000 -7.8211 0.412
H -0.2521 3.7583 -6.0295 0.434
H 2.5305 1.7565 -4.5093 0.573
H 4.9522 1.7338 -5.0090 0.446
H 6.5270 2.9439 -3.5332 0.448
H 5.6589 4.2488 -1.6253 0.445
H 3.2388 4.2737 -1.1413 0.571
H -4.5962 4.3096 1.4582 0.536
H -5.0201 3.0785 0.2519 0.301
H -3.7324 4.2451 -0.0831 0.269
H -2.1799 3.6841 4.7912 0.439
H -3.4583 4.7238 6.6245 0.441
H -5.9344 4.7168 6.5661 0.420
H -7.1117 3.6908 4.6582 0.420
H -5.8441 2.6475 2.8317 0.470
H 0.4669 1.5952 3.8821 0.208
H 1.0682 0.6937 6.0907 0.442
H -0.6631 -0.3653 7.5049 0.425
H -2.9904 -0.5148 6.6874 0.436
H -3.5917 0.4160 4.4889 0.613
H -4.2865 0.8159 -4.6104 0.508
H -2.6019 1.3588 -4.5906 0.219
H -3.8050 2.1537 -3.5508 0.305
H -2.4303 -2.8108 -4.8154 0.536
H -3.6960 -3.9111 -6.6397 0.430
H -6.1234 -3.4966 -6.8795 0.408
H -7.2676 -1.9516 -5.3273 0.418
H -5.9971 -0.8428 -3.5263 0.526
H -4.6853 -3.4847 -2.2147 0.605
H -4.6999 -5.7877 -1.3623 0.434
H -2.7943 -6.6335 -0.0260 0.485
H -0.8724 -5.1414 0.4426 0.467
H -0.8684 -2.8289 -0.4126 -0.209
C -4.2418 -2.1475 2.5255 -1.182
C -3.8739 -3.0591 3.5019 -1.281
C -2.5513 -3.1193 3.8924 -0.870
C -1.6053 -2.2747 3.3015 0.293
N -1.9664 -1.4510 2.3140 1.610
C -3.2439 -1.3806 1.9559 -0.623
C -0.2010 -2.2089 3.7719 1.575
C 0.1229 -2.8238 4.9872 -0.610
C 1.3923 -2.7528 5.5229 -1.205
C 2.3728 -2.0563 4.8406 -1.284
C 2.0451 -1.4395 3.6430 0.619
C 0.7811 -1.4804 3.0594 -0.093
H -5.2692 -2.0408 2.2068 0.572
H -4.6059 -3.7151 3.9546 0.465
H -2.2591 -3.8252 4.6549 0.532
H -3.4694 -0.6815 1.1619 0.018
H -0.6350 -3.3473 5.5554 0.198
H 1.6170 -3.2350 6.4657 0.415
H 3.3819 -1.9880 5.2303 0.469
H 2.8411 -0.9158 3.1435 -0.152
C 2.7489 -8.0921 -3.0026 -1.381
C 2.8115 -6.6282 -2.5758 -0.199
C 1.6061 -6.2438 -1.7208 -0.769
C 1.5855 -4.7575 -1.3654 0.693
Ge 3.0270 -4.0718 -0.1835 0.443
C 2.6052 -4.1098 1.7412 1.507
C 1.9201 -5.3807 2.2560 0.078
C 2.8854 -6.4733 2.7121 -0.809
C 3.8898 -6.8842 1.6402 -0.830
H 3.5818 -8.3476 -3.6571 0.391
H 1.8177 -8.2922 -3.5343 0.332
H 2.7872 -8.7449 -2.1293 0.312
H 2.8473 -5.9806 -3.4567 0.370
H 3.7275 -6.4542 -2.0024 0.213
H 1.5956 -6.8591 -0.8158 0.220
H 0.6915 -6.4709 -2.2771 0.592
H 0.6512 -4.5095 -0.8555 -1.434
H 1.5980 -4.1718 -2.2847 0.606
H 4.4676 -4.4491 -0.5725 -0.124
H 1.9261 -3.2675 1.8784 -1.886
H 3.4977 -3.8885 2.3306 0.509
H 1.2537 -5.7865 1.4868 -0.159
H 1.2975 -5.0971 3.1092 0.137
H 2.2997 -7.3477 3.0047 0.412
H 3.4233 -6.1268 3.5987 0.336
H 3.3795 -7.1929 0.7235 0.073
H 4.5033 -7.7152 1.9855 0.486
H 4.5576 -6.0572 1.3934 0.187
```

Output
Charge ... +1
Spin multiplicity ... 1

=====

(2)
# C74H80BrN3O2PSbTeTi

A structure of composition C74H80BrN3O2PSbTeTi at a distorted geometry (ωB97M-V/def2-TZVPD, OMol25).

Structure (XYZ):
```
164
Properties=species:S:1:pos:R:3:mulliken_charge:R:1
Ti 0.1348 0.8282 -0.2654 -1.551
C -1.9972 0.2282 6.5728 -1.824
C -0.6500 -0.3096 6.1492 1.190
C 0.1872 -0.7767 7.1650 -0.627
C 1.4583 -1.2629 6.9110 -0.815
C 1.9199 -1.3101 5.6024 -0.744
C 1.0928 -0.8734 4.5829 -0.916
C -0.1882 -0.3588 4.8290 1.124
P -0.9534 0.2532 3.2623 1.171
C -2.7788 0.2467 3.4377 0.513
C -3.5390 1.3870 3.1817 -0.739
C -4.9264 1.3423 3.1656 -1.072
C -5.5796 0.1425 3.3925 -0.913
C -4.8341 -1.0045 3.6249 -0.643
C -3.4441 -0.9772 3.6431 1.472
C -2.6918 -2.2549 3.8996 -1.383
C -0.5396 2.0421 3.3642 -0.160
C -1.0884 2.8661 4.3464 0.078
C -0.8238 4.2262 4.3822 -0.960
C 0.0126 4.7740 3.4166 -0.933
C 0.6022 3.9570 2.4683 -0.180
C 0.3603 2.5815 2.4302 0.575
C 1.1009 1.7315 1.4635 -1.423
H -1.8644 1.1044 7.2115 0.472
H -2.5312 -0.5197 7.1626 0.552
H -2.6330 0.5131 5.7402 -0.074
H -0.1777 -0.7442 8.1865 0.451
H 2.0820 -1.6017 7.7288 0.394
H 2.9065 -1.6905 5.3689 0.542
H 1.4504 -0.9372 3.5614 0.054
H -3.0419 2.3298 2.9935 0.352
H -5.4902 2.2460 2.9698 0.413
H -6.6611 0.0923 3.3760 0.382
H -5.3397 -1.9514 3.7812 0.461
H -3.3310 -3.1206 3.7187 0.571
H -2.3299 -2.3073 4.9297 0.257
H -1.8160 -2.3339 3.2552 -0.133
H -1.7457 2.4366 5.0941 0.377
H -1.2610 4.8476 5.1535 0.472
H 0.2175 5.8379 3.4124 0.409
H 1.2770 4.3836 1.7332 0.427
H 1.4386 0.8140 1.9472 -0.027
H 1.9747 2.2677 1.0827 0.967
Br -6.2428 -2.9496 -0.2532 -0.218
C -4.8473 -1.6683 -0.1928 -0.442
C -5.1337 -0.3265 -0.3718 -1.181
C -4.1130 0.6093 -0.2835 -0.067
C -2.8070 0.2152 0.0048 0.794
C -2.5366 -1.1486 0.1440 -0.476
C -3.5494 -2.0876 0.0435 -0.115
N -1.7481 1.1289 0.0823 1.637
C -1.9959 2.5186 0.2026 -1.413
C -1.0437 3.3725 -0.2578 0.340
C -1.1646 4.8140 -0.2454 -1.238
C -0.2364 5.5815 -0.8381 -0.748
C 0.9071 4.9687 -1.4622 -1.147
C 1.0212 3.6242 -1.4171 -0.259
N 0.1002 2.7971 -0.8351 1.328
H -6.1455 -0.0097 -0.5858 0.461
H -4.3333 1.6554 -0.4501 0.577
H -1.5212 -1.4784 0.3535 0.085
H -3.3397 -3.1407 0.1748 0.161
H -2.9280 2.8689 0.6226 0.234
H -2.0263 5.2451 0.2487 0.561
H -0.3387 6.6598 -0.8383 0.425
H 1.6738 5.5601 -1.9419 0.506
H 1.8941 3.1366 -1.8297 0.347
C 5.1769 2.5608 -3.1627 -1.672
C 4.2400 1.6459 -2.4173 0.293
C 4.5358 1.1823 -1.1403 -0.331
C 3.6602 0.3999 -0.3992 0.463
C 4.0844 -0.1000 0.9563 0.564
O 3.3135 -0.5778 1.7564 -0.284
C 5.5438 -0.0154 1.3241 -0.241
C 5.8935 0.6234 2.5061 -0.418
C 7.2237 0.6741 2.8973 -0.761
C 8.2012 0.0665 2.1205 -0.428
C 7.8497 -0.5893 0.9470 -0.883
C 6.5229 -0.6222 0.5436 0.202
C 2.3948 0.0937 -0.9382 -0.008
O 1.4229 -0.5143 -0.2549 0.484
C 2.1468 0.4307 -2.2899 0.316
C 3.0503 1.2230 -2.9869 -0.961
C 0.8631 -0.0133 -2.9449 0.093
N -0.1879 0.3670 -2.3405 0.666
C -1.5067 0.5459 -2.9757 -1.681
C -1.3913 1.2274 -4.3362 -0.307
Te -2.8321 0.5128 -5.7353 0.232
C -1.4569 -0.2039 -7.1490 -0.002
C -1.8375 -1.2980 -7.9213 -0.602
C -0.9776 -1.8049 -8.8860 -0.412
C 0.2738 -1.2355 -9.0758 -0.698
C 0.6551 -0.1457 -8.3055 -0.422
C -0.2091 0.3786 -7.3519 -0.156
C 0.9765 -0.8514 -4.1812 1.567
C -0.1137 -1.6212 -4.5946 0.174
C -0.0236 -2.4558 -5.6961 -1.196
C 1.1624 -2.5362 -6.4096 -0.665
C 2.2671 -1.8120 -5.9861 -1.418
C 2.1801 -0.9901 -4.8731 0.007
H 6.0441 2.8139 -2.5547 0.419
H 4.6767 3.4910 -3.4379 0.341
H 5.5352 2.0978 -4.0844 0.322
H 5.4829 1.4587 -0.6927 0.597
H 5.1196 1.0769 3.1137 0.454
H 7.4961 1.1833 3.8127 0.416
H 9.2376 0.1003 2.4310 0.398
H 8.6095 -1.0709 0.3452 0.414
H 6.2431 -1.1315 -0.3719 0.485
H 2.8047 1.5428 -3.9955 0.614
H -2.0642 1.1804 -2.2950 0.382
H -2.0659 -0.3845 -3.0381 0.626
H -0.4202 1.0502 -4.7963 -0.389
H -1.5216 2.3025 -4.2404 0.776
H -2.8038 -1.7645 -7.7675 0.364
H -1.2832 -2.6566 -9.4808 0.381
H 0.9451 -1.6338 -9.8253 0.414
H 1.6270 0.3087 -8.4524 0.438
H 0.0947 1.2484 -6.7833 0.620
H -1.0330 -1.6134 -4.0377 0.237
H -0.8855 -3.0397 -5.9915 0.496
H 1.2294 -3.1712 -7.2839 0.538
H 3.2096 -1.8973 -6.5105 0.468
H 3.0721 -0.4801 -4.5399 0.585
C 2.9822 -6.3361 -1.7443 -1.699
C 2.7618 -4.8264 -1.6741 2.250
C 2.4560 -4.2873 -3.0734 -1.978
C 4.0541 -4.1695 -1.1859 -2.210
Sb 1.1044 -4.0364 -0.4311 0.945
C 1.5717 -4.7090 1.6212 1.942
C 0.4436 -4.1878 2.5168 -2.005
C 2.8511 -4.0062 2.0757 -2.290
C 1.7196 -6.2216 1.7780 -1.754
C -0.6359 -5.2688 -1.0135 2.203
C -1.5967 -5.3689 0.1704 -1.664
C -1.3126 -4.4429 -2.1143 -1.651
C -0.3614 -6.6673 -1.5541 -1.889
H 3.9503 -6.5310 -2.2244 0.490
H 2.2251 -6.8390 -2.3389 0.358
H 3.0059 -6.8077 -0.7621 0.128
H 3.2455 -4.5920 -3.7739 0.619
H 2.4092 -3.1949 -3.0798 0.090
H 1.5062 -4.6606 -3.4679 0.179
H 4.8259 -4.2801 -1.9592 0.557
H 4.4354 -4.6406 -0.2830 0.401
H 3.9326 -3.0993 -0.9860 0.314
H 0.7968 -4.1393 3.5538 0.752
H 0.1359 -3.1735 2.2452 -0.037
H -0.4350 -4.8288 2.4993 0.367
H 2.7910 -2.9217 1.9528 0.420
H 3.7371 -4.3593 1.5545 0.292
H 3.0018 -4.2065 3.1445 0.545
H 0.9139 -6.7797 1.2991 0.235
H 1.7127 -6.4877 2.8433 0.418
H 2.6658 -6.5738 1.3635 0.303
H -1.6742 -4.4369 0.7344 -0.090
H -1.3011 -6.1538 0.8683 0.360
H -2.6017 -5.6162 -0.1960 0.617
H -2.2113 -4.9628 -2.4716 0.598
H -0.6523 -4.2901 -2.9733 0.205
H -1.6206 -3.4579 -1.7546 -0.084
H 0.2389 -7.2761 -0.8775 0.331
H 0.1410 -6.6331 -2.5210 0.347
H -1.3174 -7.1863 -1.7075 0.460
```

Output
Spin multiplicity ... 1

=====

no.,highest occupied orbital energy (Ha)
1,-0.3279
2,-0.2171